Below is a molecular structure, C5H5FLiMnO4 in a non-equilibrium geometry, with properties calculated with ωB97M-V/def2-TZVPD.

- charge = +2
- expectation value of S² = 12.008
- spin multiplicity = 7
- lowest unoccupied orbital energy (spin up / spin down) (eV) = -8.80 / -9.03
- energy relative to the best compared isomer or geometry (same formula, charge and spin) (kJ/mol) = 183.2
- largest force on an atom (eV/Å) = 4.2
- highest occupied orbital energy (spin up / spin down) (hartree) = -0.5746 / -0.6431

Each line ends with the natural charge from an NBO analysis.
Atoms and positions in Å:
Mn: -1.52720 -0.08012 -1.11308  1.715
O: 1.62373 -2.62015 -0.60475  -0.403
Li: -0.11491 2.83052 -2.21367  0.989
O: 0.09648 -1.06163 -0.51535  -0.656
H: 1.14306 0.66972 0.36271  0.223
C: 2.19347 -1.56619 0.08720  0.121
O: -0.89457 1.71050 -0.98260  -1.027
H: 3.08789 -1.79192 0.66116  0.253
H: -0.12600 2.65737 0.88576  0.247
C: -0.84435 2.04336 0.32957  0.004
C: 0.38290 -2.32713 -0.96344  0.973
F: -2.38759 0.34912 0.65059  -0.401
H: -2.17100 1.81874 2.10552  0.250
C: -1.89394 1.59778 1.08158  0.139
O: -0.40963 -2.97847 -1.56052  -0.499
C: 1.13540 -0.60838 0.38930  -0.161
H: 0.70627 -0.64311 1.40000  0.234

Atoms 1-3, force components in eV/Å:
Mn -0.9 -1.4 -1.1
O 0.1 0.1 0.1
Li 0.0 0.3 -0.1



Below is a molecular structure, C22H39BrN2O3S, with properties calculated with ωB97M-V/def2-TZVPD.

- charge = 0
- spin multiplicity = 1
- lowest unoccupied orbital energy (eV) = -0.65
- largest force on an atom (eV/Å) = 0.9
- highest occupied orbital energy (hartree) = -0.3258

Each line ends with the natural charge from an NBO analysis.
Atoms and positions in Å:
C: 3.35823 4.52416 -6.64021  -0.064
O: -0.80446 -3.47314 2.30571  -0.529
H: -5.59466 -2.59857 2.74476  0.201
H: -0.38211 2.14093 -1.70030  0.211
H: -7.00900 -2.85812 3.74504  0.212
C: 3.61138 4.02852 -8.05377  -0.645
H: -6.03870 -1.43730 4.01843  0.211
C: -5.98746 -2.48711 3.74843  -0.606
C: -2.60730 -1.91532 2.78318  -0.114
H: 5.36832 6.69828 -5.15762  0.212
H: 1.31639 2.52414 -1.42332  0.204
C: 3.44356 1.22525 -3.46075  -0.650
H: 3.56079 1.25594 -2.37649  0.200
H: 6.06260 4.30713 -6.95143  0.159
C: -0.19293 -3.33465 3.57023  -0.061
H: -2.69636 -4.07980 2.88369  0.180
C: -3.71877 -2.75533 4.93302  -0.455
H: 3.73204 0.22854 -3.79855  0.209
C: -3.57252 -0.33084 4.31411  0.036
C: 5.67325 4.74659 -6.02612  -0.063
H: -5.57651 -4.89383 3.29197  0.207
H: 5.09014 6.65598 -6.89733  0.203
H: 1.88193 -2.99892 5.31449  0.199
H: 3.20718 -3.46796 4.23038  0.212
C: 0.93957 0.46924 -2.03605  -0.060
C: -5.16397 -3.29901 4.74965  -0.211
H: 2.46984 4.03525 -6.23953  0.187
H: -5.69063 -3.27062 5.69501  0.206
C: -2.20609 -3.29764 2.31498  -0.094
C: 5.71681 6.26373 -6.09534  -0.645
Br: -1.39456 -1.12048 0.27055  0.084
H: 1.19462 -4.93543 3.98921  0.197
C: -3.28021 -1.68855 3.96298  0.123
O: 4.39492 4.21850 -5.72549  -0.539
H: 0.15867 -0.27509 -1.88370  0.183
H: 3.77498 2.94996 -8.05599  0.213
C: -2.52766 0.48873 2.25309  -0.263
H: -3.59100 -2.34022 5.92855  0.237
S: -4.27196 1.67721 5.34256  0.975
H: 1.96188 1.51061 -4.98113  0.184
H: 6.73754 6.60032 -6.27839  0.216
C: 2.20240 -3.06931 4.28036  -0.600
H: -0.79261 -3.84658 4.32572  0.160
C: -5.17182 -4.77907 4.29162  -0.608
H: 2.75174 4.25101 -8.68643  0.217
H: 2.17720 -2.07783 3.84202  0.202
C: 0.55815 1.74799 -1.31023  -0.647
H: 4.13056 1.95415 -3.89256  0.229
C: 2.02312 1.54202 -3.89293  -0.062
C: -3.19158 0.72830 3.47379  0.162
H: 0.43998 1.55123 -0.24442  0.217
O: 1.05412 0.61386 -3.43870  -0.537
C: 1.19897 -3.94985 3.53058  -0.414
H: 1.86001 0.04738 -1.61614  0.159
H: 1.49723 -4.08507 2.49573  0.218
H: -3.03082 -3.58504 4.86745  0.211
H: -2.25066 1.29218 1.59408  0.240
H: 1.74863 2.55983 -3.59284  0.158
H: -4.17182 -5.20513 4.28996  0.199
H: -2.52559 -3.41159 1.28504  0.211
H: -5.75307 -5.38405 4.97834  0.214
N: -4.18867 0.07506 5.42789  -0.627
H: 3.15147 5.60032 -6.63939  0.160
C: -2.25005 -0.80830 1.92821  -0.048
H: -0.09446 -2.28778 3.86212  0.164
H: 6.32197 4.40316 -5.22012  0.187
N: -3.52791 1.93241 3.95663  -0.630
H: 4.48576 4.49965 -8.50434  0.203

Atoms 1-3, force components in eV/Å:
C -0.1 0.0 -0.1
O -0.1 -0.1 -0.1
H 0.1 0.1 -0.2



Below is 7 unconnected molecules or ions with the total composition C29H69N3O13PS in a non-equilibrium geometry, with properties calculated with ωB97M-V/def2-TZVPD.

- charge = -1
- spin multiplicity = 1
- lowest unoccupied orbital energy (eV) = 1.98
- largest force on an atom (eV/Å) = 1.3
- highest occupied orbital energy (hartree) = -0.1087

Each line ends with the Löwdin charge.
Atoms and positions in Å:
S: -3.61314 1.57550 2.08528  0.950
H: 0.40631 -1.04405 3.05557  -0.026
H: -13.61971 -5.21160 -2.44266  0.126
H: 10.32848 -2.37244 -0.10353  0.085
H: 6.60146 -1.79351 -0.83070  0.126
H: 8.70689 -0.44156 -0.50036  0.071
H: 12.49303 -0.35344 3.01562  0.126
H: -1.21385 1.92426 -1.95416  0.089
H: -6.06665 -2.63448 0.97821  0.094
O: 4.77986 0.16512 -1.13260  -0.188
H: -0.11644 -2.60789 4.92234  -0.050
C: -13.67152 -4.73920 -1.45655  -0.206
H: 1.40545 1.20695 1.01398  0.130
H: 1.21516 4.62558 -2.64841  0.090
H: -7.65473 -0.80435 2.16503  0.122
C: 6.47054 -1.42596 -1.85339  -0.206
H: -14.13390 -3.00456 -3.27633  0.083
H: -7.22816 -6.69449 -0.73497  0.086
H: 6.61229 -2.26957 -2.53635  0.124
H: 4.03099 1.69417 -2.30948  0.088
H: -1.12245 0.56767 1.66908  0.048
C: -6.38066 -2.44046 -0.04567  -0.101
H: 5.87631 7.38278 1.71176  0.125
H: 5.15804 5.48882 0.31191  0.127
H: -5.64333 -5.89231 -0.71081  0.092
H: 10.17004 -0.86599 3.63109  0.127
H: 13.92008 -2.69951 0.85061  0.088
O: -7.76475 -2.75778 -0.14064  -0.197
C: 1.30573 4.47796 -1.57258  -0.104
H: 5.13146 8.53515 0.59363  0.126
H: -3.17063 -0.69962 2.67312  0.062
O: 2.24946 3.44338 -1.35431  -0.218
C: 7.98404 0.19615 -1.02084  -0.101
H: 12.40262 -1.48172 4.37676  0.125
N: -6.02491 1.64498 3.40905  0.050
H: -0.73773 0.96407 3.33407  0.086
C: 10.73936 -1.59606 3.04820  -0.206
C: 4.90797 1.45817 -1.69927  -0.111
H: -11.58353 -4.96329 -1.08704  0.119
O: 10.39597 -1.40599 1.68642  -0.197
H: 4.96188 2.17185 -0.87992  0.077
H: -13.92971 -5.51163 -0.72585  0.125
H: -8.71573 -4.44393 -2.88000  0.127
O: 0.02957 1.80397 -0.35693  -0.196
O: 7.46562 -0.46331 -2.16220  -0.190
H: -15.59951 -2.32901 -2.53942  0.089
H: 0.32285 4.22727 -1.16907  0.086
H: 11.11782 -3.29930 1.18670  0.084
C: -12.32413 -4.15767 -1.08813  -0.202
H: 7.69537 8.26509 -1.77051  0.088
O: -7.02355 -4.98702 -1.89379  -0.190
C: -12.14021 -1.85708 -1.60885  -0.112
H: 5.81290 1.55265 -2.30475  0.087
C: 5.06759 -0.88840 -2.03160  -0.205
C: -6.71839 -5.72361 -0.72315  -0.109
H: 12.82512 -1.30547 0.82227  0.083
C: -0.25941 1.46549 -1.69787  -0.108
H: 0.50534 1.83328 -2.38692  0.080
H: 7.04887 9.53200 -0.70606  0.087
H: -13.12938 -1.74077 -1.16256  0.085
C: -0.66482 -1.16033 2.87262  -0.431
H: 8.49583 1.09556 -1.36095  0.090
H: 1.84858 0.85532 -0.66045  0.123
H: 4.91523 -0.56330 -3.06610  0.127
H: -8.97151 -4.92292 -1.19549  0.116
H: -0.35276 0.37929 -1.80809  0.093
C: 4.68539 6.46932 0.19825  -0.206
C: 5.62529 7.56050 0.66179  -0.205
C: 13.57021 -1.83762 1.41674  -0.114
H: 4.35751 -1.69453 -1.82360  0.129
C: 6.87228 8.52751 -1.10749  -0.115
H: 1.74482 3.62109 0.65206  0.129
C: -1.26800 0.25583 2.69649  -0.418
O: 13.03036 -2.31658 2.63374  -0.191
H: 3.79294 6.48701 0.83178  0.127
H: 4.79594 6.29362 -3.06611  0.090
H: -5.77399 -3.05103 -0.71605  0.089
H: -6.21587 -1.38294 -0.26792  0.085
C: -8.22875 -2.91877 -1.46854  -0.200
H: -7.59716 -2.36259 -2.16846  0.130
C: -5.23359 1.13619 2.52409  -0.722
H: 6.05126 5.88697 -1.88441  0.085
C: 12.21335 -1.37131 3.30475  -0.207
H: -12.35419 -3.72788 -0.08279  0.131
H: 10.44458 -2.59559 3.38204  0.127
C: -15.02902 -3.24279 -2.69830  -0.113
H: 5.94323 8.52847 -1.68122  0.083
C: 2.17419 2.89309 -0.04329  -0.199
O: -14.70685 -3.77123 -1.42547  -0.190
C: 10.29645 -2.61756 0.95722  -0.113
H: -6.99722 -5.18261 0.18242  0.084
P: -1.24866 -2.13642 4.20675  0.474
H: -15.64569 -3.94991 -3.26456  0.087
H: -12.07458 -1.21318 -2.48481  0.091
O: -11.89454 -3.18743 -2.03128  -0.202
C: -8.30237 -4.37682 -1.86878  -0.206
N: -7.19850 0.88952 3.37100  0.042
H: 4.61382 4.84247 -2.06021  0.079
C: -2.74854 0.23983 3.00202  -0.503
O: 6.84346 7.57209 -0.06447  -0.190
H: 9.34452 -3.11363 1.17520  0.091
C: 1.38839 1.60187 -0.00618  -0.188
O: 4.25670 6.65943 -1.13890  -0.197
O: -5.79396 0.07586 1.88502  0.003
H: -1.89724 -1.37608 5.22466  -0.041
H: -2.94816 0.40037 4.04922  0.063
C: -6.99893 -0.01620 2.47134  -0.201
H: -11.38199 -1.53998 -0.88415  0.086
H: 7.19846 0.48709 -0.32112  0.086
C: 4.97610 5.87678 -2.07595  -0.102
H: 14.42064 -1.17260 1.60619  0.087
H: -2.33053 -3.37399 2.86080  -0.102
H: 1.65942 5.41027 -1.11793  0.080
H: -9.23740 -2.49716 -1.51218  0.105
H: 3.19685 2.68340 0.28102  0.107
N: -2.21928 -3.35105 3.86555  -0.401

Atoms 1-3, force components in eV/Å:
S 0.2 0.2 0.1
H 0.2 -0.1 -0.2
H 0.0 0.0 0.0



| no. | energy (eV) |
| --- | --- |
| 1 | -47678.87166 |
| 2 | -113445.67479 |
| 3 | -82394.12177 |